1.
Below is a single C7H9N3O2 molecule at a distorted geometry, with properties calculated with ωB97M-V/def2-TZVPD.

The geometry in XYZ format:
```
21
Properties=species:S:1:pos:R:3
C 0.02877 -1.73816 0.37865
C -2.20603 -2.15675 0.07576
C -0.14598 -0.35207 0.25230
C -1.52129 -0.02921 0.08613
C 1.11421 0.92352 -1.40051
C 2.31296 0.28866 0.74307
C 0.93722 0.64686 0.11359
N -0.99376 -2.61757 0.34075
N -2.50458 -0.89110 0.02051
N -2.06870 1.42011 0.19812
O -1.25309 2.35822 0.29652
O -3.27725 1.52674 0.04084
H 0.95911 -2.06118 0.68342
H -2.97010 -2.79581 -0.07908
H 1.53248 0.05922 -1.89699
H 1.62480 1.81869 -1.38217
H 0.07796 1.30781 -1.73332
H 2.71961 -0.49501 0.23062
H 2.03516 0.08200 1.71971
H 3.05445 1.16787 0.66075
H 0.54406 1.53717 0.65134
```

HOMO level = -10.2 eV
LUMO = -0.0357 Ha
relative energy (zero: lowest compared OMol25 entry of this formula, charge and spin) = 4.9010 eV
frontier orbital gap = 9.25 eV
total charge = 0
electronic energy = -15966.017 eV
structure (SMILES) = CC(C)c1cncnc1[N+](=O)[O-]

***

2.
Below is a single C7H9N3O2 molecule at a distorted geometry, with properties calculated with ωB97M-V/def2-TZVPD.

The geometry in XYZ format:
```
21
Properties=species:S:1:pos:R:3
C -1.59596 -0.97443 -0.71290
C -1.32702 0.80838 0.85246
C -2.93021 -0.67613 -0.77900
C -2.73117 0.93334 0.84846
C -0.75137 -0.15064 -0.02946
C 2.57239 1.16273 -0.41086
C 0.76785 -0.19510 -0.25498
N -3.53956 0.22687 0.00732
N 1.69289 -1.57472 1.27683
N 1.22023 -0.44230 1.07458
O 1.20832 -1.08272 -1.20471
O 1.18105 1.23613 -0.54075
H -1.28453 -1.72464 -1.39176
H -0.79926 1.43321 1.37882
H -3.45042 -1.27649 -1.46381
H -3.33045 1.56433 1.50894
H 3.16777 0.40506 -0.96885
H 2.97157 1.24397 0.57055
H 2.87433 2.04374 -0.80387
H 1.93256 -1.82716 2.19765
H 2.15099 -1.13345 -1.15466
```

HOMO level = -9.6 eV
LUMO = 0.0002 Ha
relative energy (zero: lowest compared OMol25 entry of this formula, charge and spin) = 4.2363 eV
frontier orbital gap = 9.59 eV
total charge = 0
electronic energy = -15966.681 eV
structure (SMILES) = [H]/N=N/[C@](O)(OC)c1ccncc1

***

3.
Below is 2 unconnected molecules or ions with the total composition C7H9N3O2 at a distorted geometry, with properties calculated with ωB97M-V/def2-TZVPD.

The geometry in XYZ format:
```
21
Properties=species:S:1:pos:R:3
C 1.44164 1.10434 -0.37986
C 1.52958 -1.14481 0.42827
C 2.82136 1.13086 -0.28355
C 2.90763 -1.00733 0.46337
C 0.77169 -0.06550 -0.01832
C -2.58403 -1.55462 -0.01358
C -0.68984 -0.16162 -0.17898
N 3.54500 0.09900 0.11983
N -1.94313 2.01036 0.28035
N -1.32453 1.33154 1.05244
O -1.20861 0.33611 -1.30673
O -1.23470 -1.29243 0.32720
H 0.89041 1.96386 -0.72584
H 1.05145 -2.06874 0.70877
H 3.38030 2.01938 -0.54896
H 3.53911 -1.83015 0.77283
H -3.25529 -0.90968 0.56116
H -2.76408 -2.59480 0.24567
H -2.75254 -1.40012 -1.08292
H -2.36848 2.87096 0.64272
H -1.75295 1.16340 -1.06387
```

HOMO level (alpha / beta) = -8.3 / -8.3 eV
LUMO (alpha / beta) = 0.0185 / 0.0185 Ha
relative energy (zero: lowest compared OMol25 entry of this formula, charge and spin) = 3.3138 eV
frontier orbital gap (alpha / beta) = 8.82 / 8.82 eV
total charge = 0
electronic energy = -15967.604 eV

***

4.
Below is a single C7H9N3O3 molecule at a distorted geometry, with properties calculated with ωB97M-V/def2-TZVPD.

The geometry in XYZ format:
```
22
Properties=species:S:1:pos:R:3
C 1.72277 -2.00298 -1.55757
C 0.47092 -0.94427 0.76175
C 1.19675 -2.24026 0.80862
C -0.65281 -1.15716 -2.33684
C -0.35432 -0.14978 -0.11751
C -2.17208 1.52840 0.01914
C -0.00862 2.21508 0.67562
N 0.51690 -1.70109 -2.15091
N 0.87162 -0.30503 2.01239
N -0.80900 1.03927 0.26824
O 1.26133 -2.72866 -2.62699
O 1.80913 -2.65252 -0.25677
O -1.00585 -0.51410 -1.29194
H 2.39258 -1.14407 -1.63836
H -2.70817 0.82822 -0.62858
H -2.73805 1.32782 0.94778
H -2.03166 2.52375 -0.37590
H -0.53440 2.68172 1.47308
H 0.95032 1.80425 1.05690
H 0.18711 2.80874 -0.17311
H 1.53217 -0.95101 2.42423
H 0.10336 -0.26629 2.70672
```

HOMO level = -8.1 eV
LUMO = -0.0011 Ha
relative energy (zero: lowest compared OMol25 entry of this formula, charge and spin) = 11.8708 eV
frontier orbital gap = 8.05 eV
total charge = 0
electronic energy = -18006.967 eV

***

5.
Below is a gas-phase ion, C7H9N4 (charge +1) at a distorted geometry, with properties calculated with ωB97M-V/def2-TZVPD.

The geometry in XYZ format:
```
20
Properties=species:S:1:pos:R:3
C -2.07694 -0.47676 -0.03762
C 1.83942 0.66362 -0.03461
C 0.34577 -1.09439 -0.04290
C -0.33339 1.08809 0.24117
C 3.19015 1.29541 -0.11109
C 0.12526 -2.55725 0.01002
C -3.31493 1.59084 -0.05574
N 1.50965 -0.56362 -0.24381
N 0.83788 1.53501 0.41604
N -0.73649 -0.18505 -0.02400
N -3.07077 0.35365 -0.28742
H -2.28966 -1.46274 0.00425
H 3.69888 0.66113 -0.69915
H 3.07826 2.28861 -0.34069
H 3.81278 1.31047 0.77137
H 0.43644 -2.85293 1.05156
H -0.95282 -2.77243 -0.17246
H 0.82723 -3.05059 -0.68057
H -2.71942 2.13059 0.65383
H -4.20730 2.09834 -0.41819
```

HOMO level (alpha / beta) = -12.0 / -13.6 eV
LUMO (alpha / beta) = -0.2117 / -0.2129 Ha
relative energy (zero: lowest compared OMol25 entry of this formula, charge and spin) = 5.5676 eV
frontier orbital gap (alpha / beta) = 6.20 / 7.82 eV
total charge = +1
electronic energy = -13353.511 eV

***

6.
Below is a gas-phase ion, C7H9N4 (charge +1) at a distorted geometry, with properties calculated with ωB97M-V/def2-TZVPD.

The geometry in XYZ format:
```
20
Properties=species:S:1:pos:R:3
C 1.97579 1.74926 0.25646
C 0.90818 -0.09313 0.07088
C 0.00713 0.90645 0.15607
C 0.54880 -1.45060 -0.02069
C -2.43196 1.48167 0.10815
C -1.68567 -0.88179 -0.50126
C 1.60227 -2.47298 0.08864
N 2.17873 0.50627 0.14475
N -0.67725 -1.76087 -0.34254
N 0.64551 2.11331 0.29081
N -1.48575 0.58509 -0.08205
H 2.78798 2.54621 0.17558
H -3.41165 1.31520 0.00998
H -2.30569 2.51079 0.34876
H -2.08501 -0.95361 -1.48978
H -2.42624 -1.25801 0.23693
H 2.27086 -2.13084 -0.71669
H 1.10789 -3.43243 0.04965
H 2.10290 -2.32248 1.03823
H 0.37319 3.04247 0.17812
```

HOMO level = -13.2 eV
LUMO = -0.1954 Ha
relative energy (zero: lowest compared OMol25 entry of this formula, charge and spin) = 2.7623 eV
frontier orbital gap = 7.87 eV
total charge = +1
electronic energy = -13356.316 eV
structure (SMILES) = C=[N+]1CN=C(C)c2nc[nH]c21

***

7.
Below is a single C7H9NO molecule at a distorted geometry, with properties calculated with ωB97M-V/def2-TZVPD.

The geometry in XYZ format:
```
18
Properties=species:S:1:pos:R:3
C -0.69933 0.48484 2.69274
C 0.70357 1.11277 1.00835
C 0.42711 0.22790 -0.26191
C 0.44561 0.76246 -1.48601
C 0.07903 -0.07891 -2.55098
C -0.22739 -1.39822 -2.29557
C -0.18860 -1.83370 -0.97793
H -0.86593 -0.67719 2.28272
H -1.72557 0.87309 3.24003
H 0.23388 0.44001 3.41634
H 1.24879 0.75708 1.62372
H 0.99444 2.11491 0.59018
H 0.91431 1.63706 -1.73739
H -0.04781 0.09621 -3.50989
H -0.44005 -2.19583 -3.27051
H -0.57381 -2.73861 -0.66176
N 0.13330 -1.02087 0.11322
O -0.41154 1.43702 1.78466
```

HOMO level = -9.2 eV
LUMO = 0.0242 Ha
relative energy (zero: lowest compared OMol25 entry of this formula, charge and spin) = 4.4041 eV
frontier orbital gap = 9.83 eV
total charge = 0
electronic energy = -10938.410 eV
structure (SMILES) = COCc1ccccn1

***

8.
Below is a single C7H9NO molecule at a distorted geometry, with properties calculated with ωB97M-V/def2-TZVPD.

The geometry in XYZ format:
```
18
Properties=species:S:1:pos:R:3
C -2.12908 -0.26735 0.04018
C -1.89827 -0.81547 -1.30185
C -0.37812 -0.94332 -1.29925
C 1.86417 1.36875 0.97927
C 1.36935 0.37048 -0.03506
C 2.74268 0.44732 1.66179
C 0.08402 -0.08922 -0.13551
N -0.93050 0.13830 0.69195
O -3.17236 -0.26776 0.62846
H -2.26170 -1.89667 -1.38345
H -2.41860 -0.27771 -1.99711
H -0.04104 -2.04222 -1.04466
H 0.07520 -0.71215 -2.28580
H 2.30816 2.25183 0.52971
H 1.11854 1.81207 1.50993
H 2.12147 -0.02669 -0.81149
H 2.38978 0.29568 2.69543
H -0.84371 0.65414 1.55744
```

HOMO level (alpha / beta) = -8.0 / -8.0 eV
LUMO (alpha / beta) = -0.0026 / -0.0026 Ha
relative energy (zero: lowest compared OMol25 entry of this formula, charge and spin) = 5.1887 eV
frontier orbital gap (alpha / beta) = 7.95 / 7.95 eV
total charge = 0
electronic energy = -10937.626 eV

***

9.
Below is a molecular structure, C7H9NO2 at a distorted geometry, with properties calculated with ωB97M-V/def2-TZVPD.

The geometry in XYZ format:
```
19
Properties=species:S:1:pos:R:3
C 1.14320 -1.44914 0.66162
C -0.91151 -1.34605 -1.00442
C 1.26221 -0.17949 0.78376
C -1.05708 -0.07660 -0.91779
C -0.03313 -2.09465 -0.02710
C -0.25672 0.84154 -0.09316
C 0.44442 1.94467 -0.88558
N -0.79497 1.29418 1.26041
O -1.58180 0.59999 1.91067
O -0.31331 2.36042 1.63601
H 1.83366 -2.00035 1.12420
H -1.46117 -2.03317 -1.62581
H 1.87273 0.53264 1.21752
H -1.81928 0.51060 -1.49202
H 0.48420 -2.98731 -0.39000
H -0.71668 -2.41348 0.82130
H 1.10031 2.27849 -0.12164
H -0.21471 2.70917 -1.24411
H 1.01961 1.50854 -1.61386
```

HOMO level = -9.8 eV
LUMO = 0.0117 Ha
relative energy (zero: lowest compared OMol25 entry of this formula, charge and spin) = 6.7142 eV
frontier orbital gap = 10.15 eV
total charge = 0
electronic energy = -12983.781 eV

***

10.
Below is 2 unconnected molecules or ions with the total composition C7H9NO2 at a distorted geometry, with properties calculated with ωB97M-V/def2-TZVPD.

The geometry in XYZ format:
```
19
Properties=species:S:1:pos:R:3
C 0.13090 1.10336 1.29937
C 0.46085 -0.17725 1.87921
C -0.30991 0.83869 0.04579
C 0.19534 -1.07826 0.94116
C 0.91196 -3.84125 0.02946
C -0.13073 2.73557 -1.77532
C -1.00787 1.83386 -0.83067
N 0.19671 -3.34484 0.94807
O -0.67438 -3.74874 1.70845
O -0.18521 -0.48758 -0.21470
H 0.46068 1.99001 1.82371
H 0.76287 -0.50755 2.95576
H 1.20321 -4.89921 -0.06864
H 1.39825 -3.10065 -0.65237
H 0.25403 2.03104 -2.54890
H 0.66020 3.31140 -1.31209
H -0.90357 3.42082 -2.44086
H -1.71883 1.35580 -1.61678
H -1.70450 2.56479 -0.17065
```

HOMO level = -8.6 eV
LUMO = -0.0336 Ha
relative energy (zero: lowest compared OMol25 entry of this formula, charge and spin) = 7.8898 eV
frontier orbital gap = 7.72 eV
total charge = 0
electronic energy = -12982.605 eV